No. 1
24
Properties=species:S:1:pos:R:3:forces:R:3:lowdin_charge:R:1 method="wB97M-V/def2-TZVPD" smiles=CCCS.O.O.O.O spin_multiplicity=1 de_lowest_kcal_mol=24.9 gap_ev=9.4 e_lumo_ev=0.39 homo_ev=-9.0
S -1.948329 -0.993158 1.935385 0.1 -0.6 -0.2 0.682
O 1.431318 1.616515 -2.951842 -0.3 0.6 -0.7 -0.048
O 0.571388 -1.422738 -2.267846 -0.2 1.0 -0.9 -0.046
O 0.633453 2.493202 -0.228492 -0.2 0.1 -0.3 -0.068
O -1.631137 2.321143 -2.251993 0.1 1.1 1.0 -0.048
C 0.874095 -0.694305 1.724358 1.0 -0.9 -1.0 -0.315
C -0.247039 -1.370851 2.490096 -0.7 0.2 0.5 -0.572
C 1.958736 -1.644452 1.174137 0.1 -0.5 0.6 -0.124
H 1.555370 -2.540286 0.694677 -0.1 0.1 -0.1 0.065
H -1.933924 0.314511 2.099898 0.1 0.6 0.1 -0.166
H -2.404313 1.768418 -2.356463 0.4 -0.4 -0.6 0.044
H -0.184963 -1.089036 3.538980 0.0 -0.1 0.1 0.062
H 1.210485 -2.042078 -2.626406 -0.1 -0.4 0.8 0.042
H 2.595144 -2.004359 1.987916 -0.1 -0.1 0.0 0.070
H 1.109028 2.907646 -0.953461 0.4 0.1 0.1 0.016
H 0.510873 -0.164437 0.843535 -0.2 0.5 0.4 0.074
H 0.281641 -1.585235 -1.369790 0.4 -0.6 0.1 0.023
H -0.244042 2.475035 -0.640405 -0.3 -0.3 0.3 0.005
H 1.433003 -0.057299 2.399791 -0.3 0.7 -0.1 0.104
H 2.639925 -1.154171 0.481684 -0.2 0.2 -0.1 0.065
H -0.271344 -2.460554 2.476643 0.4 0.0 -0.2 0.058
H -0.879530 2.158562 -2.827927 -0.3 -0.7 -0.3 0.019
H 1.255239 0.880323 -3.541093 0.0 -0.2 0.1 0.035
H 1.902740 1.251872 -2.210652 0.1 -0.4 0.5 0.025



No. 2
97
Properties=species:S:1:pos:R:3:forces:R:3:lowdin_charge:R:1 method="wB97M-V/def2-TZVPD" spin_multiplicity=1 de_lowest_kcal_mol=11.1 gap_ev=10.1 e_lumo_ev=1.98 total_charge=-1 homo_ev=-8.2
As -0.963063 -0.148093 0.994231 -0.2 0.8 -0.4 0.755
F -2.616125 -0.023514 0.496053 -0.1 -0.4 -0.1 -0.228
F -1.181617 -1.733325 1.657093 -0.1 0.2 -0.1 -0.223
F 0.689283 -0.104220 1.478925 0.2 -0.2 0.2 -0.225
F -0.526709 -0.868816 -0.526976 0.1 -0.2 0.0 -0.237
F -0.727553 1.424167 0.270823 0.1 0.1 0.1 -0.244
F -1.453723 0.542518 2.516552 0.6 -0.1 0.0 -0.234
O -3.526761 0.592119 -4.730021 0.3 0.5 -0.4 0.089
O 3.367370 1.560745 -2.261676 0.3 -0.3 -0.7 0.058
O 5.813012 -1.335008 3.356047 0.2 -0.3 0.0 0.067
O -0.983063 -4.292467 2.406347 -0.1 -0.3 -0.1 -0.136
O -2.850447 -1.040321 -6.132175 -0.1 0.0 -0.4 0.179
O 0.962724 -4.446638 -2.845408 -0.3 0.0 0.2 0.085
O -3.963031 -2.791812 -2.489552 0.4 0.2 -0.2 0.079
O -2.676312 -4.476678 -1.828297 0.1 -0.4 0.1 0.067
O 2.778614 3.529864 -1.457709 0.3 0.2 0.1 0.080
O 1.037096 7.555788 2.603814 0.0 0.2 0.0 0.160
O -2.013343 -0.882640 -4.049819 0.3 0.3 -0.4 0.059
O 2.492199 -5.950504 -3.514052 0.0 -0.2 -0.2 0.161
O 4.795765 -1.490746 5.367143 0.3 0.0 0.1 0.168
O 2.186420 5.635375 2.454934 0.5 0.0 0.0 0.073
O 0.205219 5.646535 3.463670 0.5 0.2 0.0 0.088
O 3.070508 -4.267642 -2.145441 -0.4 0.1 -0.2 0.081
O -3.895729 1.336171 3.132943 -0.3 0.0 0.4 -0.130
O 3.879260 -0.303915 3.694091 -0.2 -0.2 0.2 0.093
O -3.287803 -4.340513 -3.987396 0.0 0.0 -0.1 0.177
O 4.926959 3.162185 -2.039388 0.1 0.1 -0.1 0.163
C -3.758937 -2.561474 -1.101760 -0.3 -0.7 1.4 -0.329
C -2.795002 -0.481519 -5.093262 0.1 -0.4 0.8 -0.553
C 2.195760 -4.981795 -2.896718 0.2 0.1 0.1 -0.567
C 2.050946 4.301698 2.924458 -0.5 -0.3 0.1 -0.086
C -3.303682 -3.911983 -2.883822 0.0 0.1 0.2 -0.554
C -3.032412 1.156874 -3.515920 0.5 0.2 0.3 -0.308
C 0.685654 4.307042 3.624986 -0.6 -0.9 0.5 -0.306
C -0.325774 3.334793 3.061248 0.4 -0.4 -0.5 -0.027
C 1.971726 1.434106 -2.068764 -0.9 0.2 0.4 -0.097
C 1.136729 6.395108 2.828562 -0.3 -0.3 0.0 -0.565
C 0.357808 -4.407864 2.836277 0.0 0.7 0.1 -0.164
C 1.583853 2.742554 -1.329743 0.4 -1.0 -0.5 -0.307
C 4.022944 -0.303626 2.288421 0.5 -0.2 -1.5 -0.338
C -5.088343 -2.265493 -0.437547 0.2 -0.4 0.2 -0.018
C -4.506347 2.178906 2.190464 0.3 0.0 -0.7 -0.183
C 3.698585 1.031966 1.676483 0.0 0.8 0.4 -0.021
C 4.840825 -1.093466 4.251299 -0.5 0.3 -0.2 -0.560
C -4.184638 1.390256 -2.571207 0.1 -0.1 0.2 -0.013
C 3.122166 -1.963351 -1.495967 0.4 0.3 0.4 -0.018
C 5.489668 -0.728462 2.097469 -0.2 0.2 0.4 -0.069
C -1.959011 0.143564 -3.065974 -1.2 -0.2 0.5 -0.091
C 0.464281 3.499457 -1.987995 -0.3 0.3 0.7 -0.020
C 3.801160 2.800376 -1.947449 -0.5 -0.1 0.4 -0.574
C -3.124394 -3.888514 -0.612621 -0.4 0.7 -0.1 -0.073
C 0.965044 -3.247030 -2.071044 0.3 0.5 -0.3 -0.082
C 2.352316 -3.249465 -1.429015 0.1 -0.4 0.3 -0.308
H -0.489112 2.983139 -1.870176 0.0 -0.1 0.0 0.072
H -4.900357 -2.107665 0.627479 -0.1 0.2 0.0 0.095
H 3.386838 -1.046926 1.794847 -0.2 -0.2 0.6 0.143
H -5.589613 -1.403192 -0.870741 0.1 0.1 0.1 0.075
H -0.956628 0.555448 -2.978761 0.0 0.0 -0.1 0.112
H 0.775418 4.089947 4.692293 0.2 0.4 0.0 0.150
H -2.275649 -0.253392 -2.103796 0.3 -0.2 0.0 0.091
H -2.519971 2.112529 -3.675466 -0.3 0.0 -0.6 0.144
H 2.661469 1.307847 1.867707 0.0 -0.1 0.0 0.060
H -3.917829 3.093727 2.052993 -0.2 0.1 0.0 0.074
H -3.044747 -1.787525 -0.819622 -0.1 0.4 -1.0 0.101
H -2.284743 -3.727866 0.056953 0.1 -0.1 -0.1 0.110
H 1.055813 -4.023744 2.081715 0.0 -0.2 0.0 0.063
H 0.579161 -5.450414 3.045852 -0.1 -0.1 -0.1 0.075
H -4.722369 0.465554 -2.356375 0.1 -0.1 0.0 0.083
H 3.849553 1.062803 0.595952 0.1 -0.3 0.0 0.088
H -2.969594 1.205415 2.883288 -0.4 -0.1 0.0 0.015
H -4.883824 2.105377 -3.003186 0.0 0.0 0.0 0.087
H -3.808229 1.799489 -1.630574 0.0 0.0 0.0 0.085
H 4.130240 -2.070813 -1.089053 0.0 -0.2 0.0 0.085
H 1.355187 1.351223 -2.970996 0.7 0.1 -0.5 0.125
H -1.133520 -3.377178 2.136418 0.1 -0.3 0.2 0.014
H 1.789748 0.503515 -1.538875 -0.1 0.2 0.4 0.094
H 0.523735 -3.812505 3.742171 0.1 -0.2 0.1 0.079
H -5.746256 -3.134188 -0.515479 0.0 0.0 -0.1 0.088
H -0.051119 2.291221 3.228193 0.3 0.1 0.2 0.076
H -5.526088 2.429505 2.478901 0.1 0.0 0.4 0.073
H 0.177888 -3.214109 -1.322990 -0.1 -0.4 -0.1 0.117
H 2.860909 4.023235 3.596770 0.1 0.3 0.0 0.133
H 5.631532 -1.476258 1.323490 0.0 0.1 -0.1 0.129
H 4.338082 1.807707 2.110230 0.0 0.0 0.0 0.097
H -4.595300 1.696395 1.205670 0.1 0.0 0.1 0.059
H 0.656754 3.679458 -3.044523 0.1 -0.1 0.0 0.096
H 1.430389 2.491827 -0.281101 -0.2 0.5 0.1 0.124
H -3.866714 -4.506346 -0.101016 0.1 -0.3 -0.2 0.134
H 2.643118 -1.201352 -0.878832 -0.2 0.0 -0.2 0.063
H 0.389720 4.462080 -1.478224 -0.2 0.1 -0.2 0.092
H -1.310551 3.439924 3.511534 -0.1 0.3 -0.2 0.091
H 2.057045 3.597078 2.091347 0.0 0.2 -0.2 0.108
H 6.134521 0.138733 1.947838 0.1 -0.1 -0.1 0.134
H -0.335783 3.428071 1.971288 -0.5 0.2 0.0 0.083
H 3.253468 -1.616224 -2.520954 -0.3 0.0 0.0 0.101
H 2.241460 -3.638717 -0.411935 0.2 0.3 0.1 0.148
H 0.805870 -2.394106 -2.735864 0.1 -0.1 -0.1 0.134